Record 1
{
  "formula": "C5H20N2O6",
  "method": "ωB97M-V with the def2-TZVPD basis set",
  "homo_ev": -8.76,
  "energy_ev": -20773.0129,
  "total_charge": 0,
  "gap_ev": 8.9,
  "smiles": "N/C=C/C[C@H](N)C=O.O.O.O.O.O",
  "species": ["N", "C", "C", "C", "C", "N", "C", "O", "H", "H", "H", "H", "H", "H", "H", "H", "H", "H", "O", "H", "H", "O", "H", "H", "O", "H", "H", "O", "H", "H", "O", "H", "H"],
  "positions_angstrom": [[-1.201, -3.052, -0.816], [-1.111, -1.792, -1.402], [-1.827, -0.717, -1.097], [-1.593, 0.611, -1.739], [-0.234, 1.308, -1.258], [-0.114, 1.232, 0.224], [-0.307, 2.753, -1.718], [-0.273, 3.019, -2.890], [-1.462, -3.027, 0.155], [-0.349, -3.580, -0.902], [-0.290, -1.698, -2.079], [-2.797, -0.770, -0.608], [-1.401, 0.537, -2.811], [-2.297, 1.427, -1.582], [0.526, 0.689, -1.731], [0.256, 0.338, 0.496], [-1.076, 1.149, 0.543], [-0.385, 3.469, -0.890], [2.979, 0.390, -0.002], [3.071, 0.766, 0.888], [2.683, 1.180, -0.477], [1.721, -0.610, 2.690], [1.018, -1.272, 2.737], [1.545, -0.230, 1.825], [-0.358, 3.878, 1.418], [0.108, 3.053, 1.218], [-1.301, 3.792, 1.561], [-0.800, -2.011, 2.272], [-0.936, -2.603, 3.013], [-1.202, -2.497, 1.543], [2.213, -2.170, 0.393], [2.197, -1.244, 0.101], [2.998, -2.317, 0.925]]
}

=====

Record 2
{
  "formula": "C39H47ClCrN4OS",
  "method": "ωB97M-V with the def2-TZVPD basis set",
  "homo_ev": [-10.10, -10.18],
  "multiplicity": 4,
  "energy_ev": -100990.5018,
  "total_charge": 1,
  "gap_ev": [6.9, 6.8],
  "species": ["Cr", "C", "C", "C", "C", "C", "C", "C", "C", "C", "C", "C", "C", "C", "C", "C", "C", "C", "H", "H", "H", "H", "H", "H", "H", "H", "H", "H", "H", "H", "H", "H", "H", "H", "H", "H", "H", "H", "H", "H", "H", "H", "H", "H", "H", "H", "H", "Cl", "C", "C", "C", "C", "O", "C", "C", "N", "C", "C", "C", "C", "C", "C", "C", "C", "N", "C", "C", "H", "H", "H", "H", "H", "H", "H", "H", "H", "H", "C", "C", "C", "C", "N", "C", "S", "N", "C", "H", "H", "H", "H", "H", "H", "H", "H"],
  "positions_angstrom": [[-0.124, -0.764, -0.275], [-1.514, -2.543, -0.226], [-2.376, -1.545, -0.781], [-1.811, -1.182, -2.052], [-0.606, -1.931, -2.184], [-0.461, -2.839, -1.098], [0.432, -4.066, -0.979], [-0.487, -5.301, -0.977], [1.351, -4.200, -2.199], [1.227, -4.046, 0.348], [-2.233, -0.257, -3.215], [-3.741, -0.145, -3.432], [-1.674, 1.160, -3.033], [-1.647, -0.812, -4.527], [-3.693, -1.211, -0.063], [-3.929, 0.317, 0.069], [-3.658, -1.806, 1.354], [-4.878, -1.921, -0.751], [-1.704, -3.088, 0.682], [-0.004, -1.956, -3.078], [-1.099, -5.333, -1.883], [-1.153, -5.297, -0.113], [0.115, -6.213, -0.937], [0.764, -4.419, -3.095], [2.047, -5.028, -2.049], [1.933, -3.303, -2.407], [0.614, -4.421, 1.171], [1.550, -3.044, 0.642], [2.111, -4.686, 0.284], [-4.255, 0.283, -2.578], [-4.182, -1.113, -3.676], [-3.913, 0.518, -4.283], [-2.024, 1.613, -2.101], [-1.995, 1.797, -3.863], [-0.585, 1.141, -3.032], [-1.852, -1.880, -4.636], [-0.568, -0.653, -4.598], [-2.106, -0.295, -5.372], [-3.022, 0.887, -0.142], [-4.239, 0.573, 1.085], [-4.715, 0.677, -0.597], [-2.807, -1.448, 1.933], [-3.636, -2.898, 1.334], [-4.572, -1.512, 1.873], [-5.176, -1.460, -1.683], [-5.742, -1.904, -0.081], [-4.630, -2.968, -0.948], [-3.136, 3.462, 4.847], [-2.347, 2.279, 3.848], [-2.239, 0.950, 4.300], [-1.597, 0.000, 3.552], [-1.065, 0.316, 2.285], [-0.463, -0.599, 1.585], [-1.174, 1.657, 1.845], [-0.537, 2.072, 0.649], [-0.006, 1.284, -0.226], [0.879, 1.804, -1.212], [0.913, 3.065, -1.719], [1.902, 3.424, -2.664], [2.859, 2.534, -3.057], [2.857, 1.221, -2.529], [3.842, 0.247, -2.819], [3.801, -0.954, -2.183], [2.735, -1.236, -1.308], [1.752, -0.402, -1.090], [1.841, 0.857, -1.637], [-1.807, 2.632, 2.653], [-2.670, 0.687, 5.259], [-1.480, -1.014, 3.915], [-0.416, 3.147, 0.514], [0.171, 3.799, -1.425], [1.900, 4.426, -3.072], [3.628, 2.819, -3.766], [4.632, 0.479, -3.525], [4.558, -1.708, -2.350], [2.702, -2.174, -0.773], [-1.855, 3.663, 2.315], [5.974, 3.760, 2.768], [4.705, 3.118, 3.228], [3.914, 3.587, 4.226], [2.743, 2.859, 4.533], [2.377, 1.773, 3.883], [3.148, 1.296, 2.871], [2.768, -0.067, 1.979], [4.308, 1.994, 2.588], [1.835, 3.320, 5.632], [6.299, 4.518, 3.476], [5.822, 4.235, 1.796], [6.768, 3.018, 2.659], [4.182, 4.481, 4.770], [4.880, 1.591, 1.861], [2.340, 3.994, 6.321], [1.443, 2.458, 6.168], [0.982, 3.848, 5.195]]
}

=====

Record 3
{
  "formula": "C20H44FeNO2P3",
  "method": "ωB97M-V with the def2-TZVPD basis set",
  "homo_ev": [-16.52, -16.50],
  "multiplicity": 6,
  "energy_ev": -89259.7145,
  "total_charge": 3,
  "gap_ev": [5.7, 3.4],
  "species": ["Fe", "P", "P", "P", "H", "C", "C", "H", "C", "C", "C", "C", "C", "C", "C", "C", "C", "H", "H", "H", "H", "H", "H", "H", "H", "H", "H", "H", "H", "H", "H", "H", "H", "H", "H", "H", "H", "H", "H", "H", "H", "H", "H", "H", "H", "H", "C", "C", "C", "C", "C", "C", "O", "H", "H", "H", "H", "H", "H", "C", "N", "C", "C", "O", "H", "H", "H", "H", "H", "H", "H"],
  "positions_angstrom": [[-0.814, 1.014, 0.092], [0.009, 1.821, 1.857], [-1.885, -0.733, 0.803], [1.072, 1.196, -1.017], [-5.091, -0.129, -2.230], [-4.754, -0.530, -3.200], [-4.261, -1.769, -3.323], [-4.261, -2.498, -2.534], [-0.831, 3.445, 2.082], [-0.185, 1.048, 3.499], [1.767, 2.355, 2.019], [-2.838, -2.044, -0.039], [-0.928, -1.789, 1.988], [-3.244, 0.044, 1.775], [1.273, 0.599, -2.728], [2.809, 0.814, -0.556], [0.977, 3.037, -1.372], [-4.905, 0.090, -4.095], [-3.971, -2.146, -4.329], [-0.484, 3.837, 3.050], [-1.921, 3.294, 2.082], [-0.549, 4.116, 1.256], [0.152, 1.813, 4.212], [0.466, 0.166, 3.540], [-1.231, 0.767, 3.678], [1.940, 3.218, 1.363], [2.427, 1.503, 1.752], [1.906, 2.600, 3.074], [-2.673, -2.988, 0.522], [-2.510, -2.192, -1.079], [-3.909, -1.783, 0.000], [-1.341, -1.638, 3.005], [0.144, -1.531, 1.956], [-1.069, -2.832, 1.662], [-3.882, -0.767, 2.130], [-3.814, 0.686, 1.086], [-2.878, 0.648, 2.613], [2.308, 0.688, -3.073], [0.617, 1.189, -3.366], [0.973, -0.454, -2.771], [3.308, 0.410, -1.445], [2.816, 0.034, 0.218], [3.348, 1.705, -0.230], [1.262, 3.158, -2.429], [1.670, 3.587, -0.716], [-0.053, 3.416, -1.236], [-1.396, -1.321, -3.677], [-1.773, -0.161, -2.797], [-1.889, 1.181, -3.411], [-1.419, 1.375, -4.674], [-0.713, 0.333, -5.332], [-0.635, -0.940, -4.846], [-1.761, -2.455, -3.382], [-0.866, -0.187, -2.198], [-2.594, -0.359, -2.094], [-2.362, 1.980, -2.824], [-1.561, 2.328, -5.195], [-0.258, 0.507, -6.311], [-0.144, -1.767, -5.357], [3.648, -1.651, 4.666], [4.191, -2.140, 3.410], [5.267, -3.112, 3.434], [3.544, -1.874, 2.255], [2.553, -1.135, 2.159], [4.431, -1.751, 5.422], [2.764, -2.238, 4.965], [3.349, -0.605, 4.551], [4.892, -4.130, 3.578], [5.787, -3.074, 2.477], [5.967, -2.884, 4.242], [4.013, -2.390, 1.392]]
}

=====

> Number 1 is which compound?

C5H20N2O6